[1]
Entry from OMol25: 9 unconnected molecules or ions with the total composition C52H117N7O12 in a non-equilibrium geometry (ωB97M-V/def2-TZVPD).

Output
F_max = 4.62 eV Å⁻¹
Energy above the lowest of the compared OMol25 structures with the same formula, charge and spin = 0.0 kcal per mole
Electronic energy = -3337.13691 Eh
SMILES = CC1(C)CCCC(C)(C)N1O.CC1(C)CCCC(C)(C)N1O.CC1(C)CCCC(C)(C)N1O.CC1(C)CCCC(C)(C)N1O.CC1(C)CCCC(C)(C)N1O.NC(N)=O.OCCO.OCCO.OCCO
Gap between HOMO and LUMO = 8.09 eV
Multiplicity = 1
Molar mass = 1032.54 g/mol
Total charge = 0

The geometry in XYZ format:
```
188
Properties=species:S:1:pos:R:3:lowdin_charge:R:1
C 0.2595 1.7107 -5.2138 -0.04
C 0.4872 0.4114 -6.1015 -0.45
C -0.8057 -0.3942 -5.8120 -0.04
C 0.3603 0.7962 -7.6782 -0.12
C 0.9291 -0.2346 -8.6569 -0.17
C 2.2833 -0.9173 -8.2596 -0.10
C 2.4739 -1.2360 -6.6955 -0.45
C 1.8864 -2.7375 -6.5102 -0.02
C 3.8787 -1.4215 -6.4749 -0.10
N 1.8177 -0.1346 -5.8978 -0.09
O 2.1691 -0.3335 -4.5694 -0.03
H -0.6293 2.3416 -5.2061 0.08
H 0.2997 1.3386 -4.1900 0.05
H 1.1426 2.3382 -5.3339 0.07
H -0.8161 -0.7139 -4.7700 0.07
H -1.6987 0.2078 -5.9802 0.08
H -0.7940 -1.3076 -6.4067 0.07
H -0.6990 0.9482 -7.8854 0.11
H 0.7949 1.7938 -7.7413 0.10
H 0.1317 -0.9622 -8.8075 0.10
H 0.9908 0.2599 -9.6264 0.10
H 3.1813 -0.5264 -8.7380 0.10
H 2.2167 -1.8612 -8.8006 0.10
H 1.8078 -3.1427 -5.5014 0.07
H 2.3504 -3.4561 -7.1858 0.07
H 0.8410 -2.7250 -6.8184 0.05
H 4.2208 -1.5372 -5.4465 0.07
H 4.4326 -0.5044 -6.6755 0.09
H 4.2882 -2.1698 -7.1535 0.10
H 2.7015 0.4472 -4.4006 0.10
C 4.5909 -0.3548 -0.3145 -0.04
C 4.0466 -1.7746 -0.3129 -0.44
C 2.5873 -1.6831 0.2775 -0.02
C 3.8351 -2.2442 -1.8319 -0.13
C 5.0811 -2.6663 -2.5601 -0.20
C 5.7978 -3.8083 -1.7420 -0.07
C 6.0785 -3.4257 -0.1703 -0.49
C 6.1259 -4.6684 0.6853 -0.05
C 7.3006 -2.5913 -0.1031 -0.03
N 4.8978 -2.7328 0.3855 -0.14
O 5.0673 -2.3595 1.7005 -0.01
H 3.8594 0.3116 -0.7718 0.08
H 4.8801 0.0561 0.6528 0.08
H 5.5347 -0.1860 -0.8330 0.08
H 2.1216 -0.7772 -0.1105 0.07
H 1.8904 -2.5107 0.1448 0.08
H 2.6820 -1.4101 1.3285 0.07
H 3.1659 -3.1040 -1.8018 0.12
H 3.4671 -1.5164 -2.5550 0.10
H 4.8277 -3.0491 -3.5487 0.10
H 5.6885 -1.7774 -2.7307 0.10
H 6.7404 -3.9057 -2.2807 0.10
H 5.2707 -4.7616 -1.7812 0.11
H 6.7569 -5.4150 0.2031 0.08
H 5.1760 -5.1982 0.7559 0.09
H 6.4769 -4.5355 1.7086 0.08
H 7.1335 -1.8373 0.6661 0.08
H 7.2349 -1.9079 -0.9497 0.07
H 8.2272 -3.0427 -0.4578 0.10
H 5.5202 -1.5178 1.6109 0.06
C -2.7263 -1.2429 -1.9816 -0.02
C -2.7582 0.2574 -1.5064 -0.42
C -2.9465 1.1708 -2.7323 -0.03
C -3.9979 0.5600 -0.5552 -0.12
C -3.8087 0.0194 0.8348 -0.18
C -2.4657 0.6588 1.3036 -0.12
C -1.2100 0.3485 0.5071 -0.45
C -0.1363 1.2739 1.1234 -0.01
C -0.8456 -1.1996 0.6458 0.00
N -1.4709 0.6862 -0.8747 -0.16
O -0.4419 0.6193 -1.7649 0.00
H -1.7844 -1.7346 -2.2250 0.07
H -3.2942 -1.2204 -2.9117 0.08
H -3.1326 -2.0342 -1.3515 0.06
H -3.9980 1.2468 -3.0092 0.09
H -2.4105 0.8864 -3.6378 0.06
H -2.6284 2.1479 -2.3686 0.08
H -4.2881 1.6050 -0.4463 0.13
H -4.7704 -0.1020 -0.9465 0.11
H -3.7106 -1.0560 0.6868 0.08
H -4.6436 0.2455 1.4981 0.10
H -2.1199 0.3185 2.2797 0.09
H -2.6485 1.7247 1.4397 0.12
H 0.6643 1.5887 0.4540 0.07
H -0.5388 2.2471 1.4044 0.08
H 0.2017 0.8698 2.0776 0.05
H -0.2822 -1.6648 -0.1631 0.06
H -0.2501 -1.4330 1.5284 0.07
H -1.6780 -1.8999 0.7147 0.06
H -0.4159 -0.3397 -1.7998 0.07
C 2.8730 6.1443 1.7160 -0.03
C 2.5370 5.9795 0.1414 -0.41
C 3.0395 7.2562 -0.7312 -0.01
C 3.4442 4.7722 -0.2767 -0.15
C 3.0937 4.0453 -1.6124 -0.16
C 1.5763 3.8723 -1.6105 -0.14
C 0.6996 5.0820 -1.3236 -0.47
C 0.7066 6.0902 -2.5102 -0.04
C -0.7312 4.6258 -1.3230 -0.06
N 1.0749 5.6576 0.0600 -0.10
O 0.3724 6.8039 0.3440 -0.01
H 2.4082 5.2602 2.1524 0.07
H 3.9553 6.2191 1.8217 0.07
H 2.4310 6.9776 2.2621 0.07
H 3.4672 6.8904 -1.6647 0.06
H 2.2583 7.8787 -1.1675 0.05
H 3.6145 7.9960 -0.1744 0.08
H 4.4850 5.0829 -0.3677 0.11
H 3.3607 4.0060 0.4940 0.10
H 3.2540 4.7392 -2.4376 0.09
H 3.7239 3.1586 -1.6812 0.11
H 1.4355 3.2110 -0.7555 0.10
H 1.2164 3.2626 -2.4392 0.12
H 1.6865 6.0539 -2.9864 0.07
H 0.1530 7.0290 -2.5035 0.09
H 0.1470 5.5385 -3.2656 0.08
H -1.4984 5.3998 -1.3419 0.09
H -0.8191 3.9388 -0.4813 0.08
H -1.0845 4.0429 -2.1736 0.08
H 0.4952 7.2595 -0.4920 0.06
C -1.8075 -2.4969 5.8972 -0.02
C -1.8402 -0.9442 5.8759 -0.49
C -0.9033 -0.4723 4.8411 -0.05
C -3.2821 -0.4865 5.5646 -0.11
C -3.7258 0.9250 6.0161 -0.20
C -3.3507 1.2634 7.3971 -0.15
C -1.8778 0.8707 7.7432 -0.46
C -0.8470 1.9548 7.1760 -0.02
C -1.6943 0.9949 9.2799 -0.04
N -1.4796 -0.4168 7.2194 -0.09
O -0.1519 -0.7409 7.7286 0.00
H -0.7974 -2.8098 6.1616 0.08
H -2.5598 -3.0698 6.4393 0.08
H -1.7637 -2.9043 4.8872 0.07
H -0.6497 -1.1429 4.0201 0.09
H -1.2350 0.4336 4.3338 0.08
H -0.0525 0.0117 5.3208 0.05
H -3.4476 -0.5802 4.4913 0.11
H -4.0379 -1.0807 6.0782 0.11
H -3.3441 1.7625 5.4321 0.11
H -4.8136 0.9658 5.9599 0.11
H -4.0478 0.7896 8.0883 0.12
H -3.4711 2.3433 7.4837 0.12
H -0.6856 2.0059 6.0993 0.06
H 0.0928 1.8266 7.7130 0.08
H -1.2844 2.9398 7.3387 0.08
H -0.7038 0.7787 9.6802 0.07
H -2.3396 0.3572 9.8842 0.08
H -1.8303 2.0400 9.5581 0.08
H 0.3514 -0.1267 7.1891 0.02
N -6.4826 -4.3581 -5.0607 0.15
C -5.3962 -3.7895 -4.5923 -0.77
N -5.1314 -4.1909 -3.3298 0.16
O -4.6751 -3.1689 -5.3137 0.05
H -6.7010 -4.4166 -6.0451 0.12
H -7.0065 -4.9493 -4.4314 0.10
H -4.3129 -3.8212 -2.8677 0.09
H -5.7076 -4.8776 -2.8645 0.10
O -7.3204 0.0709 1.5464 -0.08
C -7.1111 -0.3860 2.8836 -0.22
C -6.7035 -1.8226 2.7599 -0.22
O -5.6283 -2.0044 1.8283 -0.09
H -8.0220 -0.3600 1.0528 0.10
H -6.5348 0.2693 3.5369 0.12
H -8.1379 -0.3257 3.2444 0.12
H -7.6090 -2.3392 2.4416 0.12
H -6.4553 -2.2355 3.7376 0.13
H -6.0702 -1.7212 1.0245 0.08
O -4.2206 -4.3102 0.6658 -0.12
C -3.4954 -5.1340 1.6216 -0.18
C -2.4982 -6.1825 0.8940 -0.19
O -1.4850 -5.3080 0.4143 -0.10
H -4.6917 -3.5839 1.0806 0.03
H -2.9125 -4.4901 2.2803 0.11
H -4.3097 -5.6786 2.0995 0.10
H -2.9000 -6.6326 -0.0138 0.11
H -2.0112 -6.7968 1.6513 0.12
H -2.0198 -4.6490 -0.0344 0.05
O 1.8926 0.3010 3.3850 -0.11
C 1.8204 1.5507 4.1498 -0.20
C 2.5067 1.6102 5.5327 -0.19
O 2.1847 0.5272 6.4391 -0.07
H 1.8057 -0.4216 4.0110 0.06
H 2.3165 2.1454 3.3828 0.12
H 0.7667 1.8280 4.1201 0.09
H 2.3446 2.5876 5.9871 0.12
H 3.5849 1.5501 5.3844 0.12
H 2.5020 -0.1844 5.8783 0.08
```

***

[2]
Entry from OMol25: a molecular structure, C52H122N6O4 in a non-equilibrium geometry (ωB97M-V/def2-TZVPD).

Output
F_max = 12.14 eV Å⁻¹
Energy above the lowest of the compared OMol25 structures with the same formula, charge and spin = 1492.9 kcal per mole
Electronic energy = -2681.35736 Eh
Gap between HOMO and LUMO = 7.51 eV
Multiplicity = 1
Molar mass = 895.59 g/mol
Total charge = 0

The geometry in XYZ format:
```
184
Properties=species:S:1:pos:R:3:lowdin_charge:R:1
C 19.2080 -2.5308 9.0254 -0.07
C 20.4318 -3.3643 9.3658 -0.10
C 21.2175 -3.5526 8.0409 -0.12
O 20.5078 -2.7594 7.0849 -0.27
C 19.6670 -1.8203 7.7068 -0.18
H 18.8889 -1.8068 9.7751 0.10
H 18.3626 -3.1817 8.8026 0.09
H 20.3363 -4.3466 9.8286 0.07
H 21.0360 -2.8197 10.0915 0.11
H 21.2376 -4.5672 7.6430 0.01
H 22.2707 -3.2844 8.1242 0.17
H 18.8624 -1.6380 6.9944 0.01
H 20.1947 -0.8959 7.9414 0.17
C 14.7278 -6.3728 10.3852 -0.19
C 15.2998 -5.4832 9.2851 -0.21
C 14.3708 -4.3130 9.4103 -0.15
O 14.1796 -4.1628 10.8226 -0.10
C 14.4446 -5.3943 11.5033 -0.14
H 15.4834 -7.1181 10.6339 0.04
H 13.8104 -6.8346 10.0201 0.14
H 15.4208 -5.9808 8.3229 0.04
H 16.3414 -5.2087 9.4520 0.09
H 13.4026 -4.4594 8.9316 0.14
H 14.8496 -3.4415 8.9638 0.08
H 13.5702 -5.6981 12.0788 0.12
H 15.3457 -5.2784 12.1056 0.11
C 22.4332 -5.2505 10.5581 -0.13
C 21.2570 -6.2010 10.2883 -0.26
C 21.1091 -6.1471 8.7432 -0.14
O 22.2164 -5.4067 8.2648 -0.28
C 23.2390 -5.3049 9.2488 -0.09
H 23.0073 -5.4255 11.4680 0.11
H 22.2166 -4.1841 10.4959 0.09
H 20.3500 -5.8930 10.8085 0.03
H 21.5144 -7.1993 10.6422 0.14
H 20.1789 -5.6504 8.4673 0.11
H 21.1792 -7.1362 8.2907 0.11
H 23.8517 -4.4152 9.1033 0.13
H 23.8823 -6.1829 9.1898 0.13
C 18.1998 -5.1538 8.8351 -0.29
C 17.3805 -6.4120 8.5617 -0.16
C 18.1158 -7.1335 7.4874 -0.10
O 19.0166 -6.1963 6.8958 -0.23
C 18.8083 -4.8558 7.4356 -0.19
H 19.0556 -5.4684 9.4323 0.04
H 17.6269 -4.3697 9.3302 0.05
H 16.4115 -6.0673 8.2006 0.02
H 17.1204 -6.8948 9.5037 0.06
H 17.3514 -7.5128 6.8093 0.09
H 18.6728 -7.9925 7.8615 0.07
H 18.1511 -4.2657 6.7969 0.08
H 19.7137 -4.2489 7.4438 0.11
C 19.6599 -7.3070 4.6891 -0.08
C 21.0649 -6.8871 4.3593 -0.17
N 21.8793 -6.4995 5.5750 -0.06
C 22.1212 -7.5467 6.5647 -0.26
C 22.8923 -8.7322 6.0057 -0.08
C 21.3771 -5.3452 6.3106 -0.26
C 21.2158 -4.1106 5.4099 -0.05
H 19.1892 -7.7917 3.8338 0.09
H 19.0726 -6.4863 5.1009 0.03
H 19.6836 -8.0902 5.4468 0.08
H 21.5250 -7.7139 3.8182 0.10
H 21.0749 -6.0841 3.6223 0.11
H 22.8587 -7.2198 7.2978 0.12
H 21.2532 -7.9203 7.1079 0.09
H 23.7527 -8.3841 5.4341 0.08
H 23.3454 -9.3549 6.7771 0.07
H 22.2149 -9.3205 5.3868 0.06
H 22.0383 -5.0626 7.1298 -0.02
H 20.4707 -5.6664 6.8238 0.07
H 20.9193 -3.2471 6.0053 -0.05
H 20.4741 -4.3194 4.6390 0.04
H 22.2004 -3.8884 4.9985 0.12
C 19.6527 -7.2762 10.4065 -0.15
C 18.3761 -8.2022 10.4228 -0.14
N 18.6708 -9.6209 10.7509 -0.14
C 19.6912 -10.1589 9.8419 -0.19
C 19.2374 -10.0610 8.3496 -0.04
C 17.5389 -10.4740 10.9189 -0.26
C 16.8242 -10.1485 12.2398 -0.08
H 20.1211 -7.1314 11.3800 0.13
H 19.3487 -6.2645 10.1377 0.00
H 20.4163 -7.5481 9.6778 0.08
H 17.7899 -7.8271 11.2617 0.13
H 17.7670 -8.0108 9.5394 0.05
H 19.9632 -11.1907 10.0644 0.11
H 20.6155 -9.5979 9.9800 0.10
H 19.9750 -10.4932 7.6734 0.08
H 19.0761 -9.0360 8.0159 0.01
H 18.3242 -10.6503 8.2661 0.07
H 16.8331 -10.3758 10.0941 0.04
H 17.8314 -11.5236 10.8909 0.13
H 15.9248 -10.7492 12.3751 0.08
H 17.4302 -10.3007 13.1330 0.08
H 16.4490 -9.1268 12.2978 0.05
C 17.4179 -0.6626 6.1176 -0.06
C 17.1385 -1.0729 7.5754 -0.20
N 15.7913 -1.6538 7.8671 -0.12
C 15.6607 -3.0189 7.2804 -0.19
C 16.5913 -4.0282 7.8838 -0.16
C 14.6165 -0.8363 7.4353 -0.23
C 14.6616 0.5524 8.0806 -0.10
H 16.8368 0.2080 5.8134 0.09
H 17.2990 -1.4698 5.3949 0.02
H 18.4728 -0.3888 6.0979 0.09
H 17.8802 -1.8530 7.7472 0.03
H 17.3900 -0.3636 8.3639 0.14
H 14.6522 -3.3664 7.5045 0.10
H 15.7914 -2.9707 6.1994 0.08
H 17.6163 -3.9051 7.5340 0.02
H 16.6287 -4.0221 8.9731 0.08
H 16.1725 -5.0030 7.6338 0.07
H 13.7383 -1.3003 7.8842 0.11
H 14.5110 -0.8155 6.3506 0.11
H 13.6908 1.0445 8.0218 0.07
H 15.3599 1.2749 7.6583 0.06
H 14.8578 0.5527 9.1528 0.08
C 18.6112 -4.8283 10.7424 -0.20
C 18.4475 -4.4181 12.2116 -0.11
N 19.2246 -3.2265 12.6196 -0.12
C 20.6439 -3.3094 12.2415 -0.23
C 21.3903 -4.5174 12.7956 -0.08
C 18.6383 -2.0306 12.0565 -0.27
C 19.1268 -0.7654 12.7207 -0.09
H 19.6508 -5.0621 10.5132 0.03
H 18.2172 -4.0800 10.0546 0.07
H 18.1481 -5.7763 10.4687 0.10
H 17.3746 -4.3044 12.3664 0.11
H 18.7997 -5.1468 12.9416 0.12
H 20.7951 -3.3658 11.1635 0.03
H 21.2210 -2.4326 12.5349 0.13
H 22.4223 -4.3066 12.5152 0.06
H 21.3981 -4.4814 13.8850 0.09
H 21.0621 -5.4864 12.4195 0.07
H 17.5490 -1.9932 12.0648 0.13
H 18.8254 -1.9500 10.9857 0.05
H 18.4304 0.0507 12.5280 0.07
H 20.0791 -0.3936 12.3426 0.06
H 19.2217 -0.8518 13.8032 0.08
C 16.5911 -9.1092 5.0708 -0.05
C 15.9567 -9.7928 6.3241 -0.18
N 15.7797 -8.7946 7.3926 -0.15
C 15.6325 -9.4503 8.7543 -0.12
C 15.5433 -8.3608 9.8950 -0.14
C 14.8256 -7.7205 7.0630 -0.29
C 13.4103 -8.2376 6.9121 -0.05
H 17.5049 -8.5440 5.2543 0.05
H 15.8108 -8.4819 4.6401 0.08
H 16.8559 -9.8362 4.3030 0.09
H 14.9985 -10.2193 6.0276 0.11
H 16.6662 -10.5274 6.7050 0.10
H 14.7949 -10.1471 8.7220 0.11
H 16.4759 -10.0628 9.0729 0.03
H 14.5701 -7.8703 9.9163 0.05
H 15.6043 -8.8674 10.8582 0.09
H 16.3119 -7.5967 9.7788 0.02
H 15.0753 -7.1903 6.1439 -0.10
H 14.8366 -6.9399 7.8236 0.08
H 13.1534 -9.0765 7.5589 0.07
H 13.2052 -8.5844 5.8993 0.07
H 12.6395 -7.4788 7.0472 0.07
C 15.6897 -6.3328 5.4570 -0.10
C 17.0157 -5.8744 4.9326 -0.17
N 17.3347 -4.4460 5.1652 -0.10
C 18.7764 -4.1399 5.0918 -0.23
C 19.1713 -2.7285 5.4811 -0.07
C 16.5528 -3.4876 4.3465 -0.25
C 16.8311 -3.5914 2.8733 -0.07
H 15.4531 -5.9951 6.4660 0.10
H 15.7197 -7.4203 5.5236 0.04
H 14.8861 -5.9140 4.8512 0.14
H 17.7635 -6.4288 5.4997 0.06
H 17.0755 -6.2353 3.9058 0.13
H 19.2171 -4.3933 4.1275 0.13
H 19.2495 -4.8075 5.8118 0.07
H 20.2534 -2.6005 5.5089 0.08
H 18.8769 -2.4552 6.4944 0.01
H 18.8029 -1.9540 4.8084 0.10
H 15.5075 -3.7591 4.4937 0.11
H 16.6546 -2.4387 4.6249 0.08
H 16.9414 -4.5716 2.4096 0.07
H 16.0386 -3.0851 2.3222 0.08
H 17.7793 -3.1111 2.6315 0.07
```